1.
C18H20FNO2S | ωB97M-V with the def2-TZVPD basis set

LUMO level	0.562	eV
HOMO level	-0.3125	Ha
gap between HOMO and LUMO	9.1	eV
E_tot	-38128.8065	eV
strongest force on any atom	0.74	eV/Å
SMILES	COc1ccc(CNC(=O)CCSCc2cccc(F)c2)cc1

Geometry as ORCA input:
```
! RIJCOSX wB97M-V def2-TZVPD def2/J DEFGRID3
* xyz 0 1
C 4.11 -3.22 2.17
O 3.28 -4.03 1.38
C 2.04 -3.58 1.07
C 1.26 -4.44 0.29
C -0.02 -4.08 -0.08
C -0.56 -2.86 0.32
C -1.94 -2.43 -0.11
N -1.86 -1.36 -1.09
C -1.93 -0.06 -0.74
O -2.22 0.32 0.38
C -1.57 0.91 -1.86
C -0.06 0.88 -2.08
S 0.53 2.35 -2.98
C 1.09 3.40 -1.57
C 0.01 3.57 -0.56
C 0.06 2.88 0.65
C -0.98 2.98 1.56
C -2.08 3.77 1.29
C -2.11 4.45 0.09
F -3.18 5.24 -0.20
C -1.09 4.37 -0.84
C 0.22 -2.01 1.09
C 1.50 -2.36 1.47
H 4.33 -2.26 1.68
H 5.04 -3.77 2.30
H 3.67 -3.03 3.16
H 1.68 -5.38 -0.01
H -0.61 -4.76 -0.68
H -2.49 -2.02 0.74
H -2.50 -3.26 -0.54
H -1.51 -1.60 -2.00
H -1.89 1.90 -1.56
H -2.09 0.64 -2.78
H 0.47 0.85 -1.13
H 0.24 0.02 -2.68
H 1.98 2.93 -1.15
H 1.36 4.35 -2.04
H 0.92 2.27 0.88
H -0.93 2.43 2.49
H -2.90 3.85 1.97
H -1.16 4.90 -1.78
H -0.19 -1.06 1.41
H 2.08 -1.67 2.07
*
```

What are the Mulliken partial charges on each atom? They are as follows, in elementary charge units:
1 C -0.82
2 O -0.46
3 C 0.92
4 C -0.59
5 C -0.55
6 C 0.34
7 C -1.25
8 N -0.12
9 C 0.47
10 O -0.61
11 C -0.56
12 C -0.50
13 S -0.13
14 C -1.28
15 C 0.43
16 C -0.28
17 C -0.48
18 C -0.55
19 C 0.45
20 F -0.35
21 C -0.44
22 C -0.51
23 C -0.48
24 H 0.33
25 H 0.24
26 H 0.33
27 H 0.42
28 H 0.33
29 H 0.32
30 H 0.46
31 H 0.26
32 H 0.12
33 H 0.46
34 H 0.09
35 H 0.47
36 H 0.39
37 H 0.47
38 H 0.45
39 H 0.38
40 H 0.44
41 H 0.41
42 H 0.59
43 H 0.38



2.
C18H20MnN4OS6 | ωB97M-V with the def2-TZVPD basis set

LUMO level (alpha / beta)	4.488 / 4.487	eV
HOMO level (alpha / beta)	-0.0557 / -0.0593	Ha
gap between HOMO and LUMO (alpha / beta)	6.0 / 6.1	eV
E_tot	-123335.1272	eV
strongest force on any atom	0.35	eV/Å
expectation value of S²	8.76

Geometry as ORCA input:
```
! RIJCOSX wB97M-V def2-TZVPD def2/J DEFGRID3
* xyz -2 6
Mn 0.70 0.12 -2.21
S 1.30 -0.67 -4.49
S -0.53 -0.27 -5.38
S -1.10 1.57 -4.67
S -1.51 1.26 -2.66
S 0.13 0.99 0.98
C 1.12 -0.30 1.52
C 0.91 -0.88 2.79
C 1.60 -1.99 3.25
C 1.30 -2.51 4.55
N 1.06 -2.92 5.60
C 2.57 -2.58 2.43
C 2.84 -2.00 1.19
C 2.18 -0.87 0.72
S 2.71 -0.14 -0.77
C 3.30 -3.73 2.85
N 3.91 -4.66 3.19
H 0.16 -0.43 3.43
H 3.60 -2.44 0.56
C 2.16 4.45 -2.20
C 3.25 3.84 -3.11
C 2.91 2.35 -3.14
O 1.58 2.25 -2.62
C 1.49 3.23 -1.59
H 1.44 5.01 -2.79
H 2.57 5.12 -1.44
H 4.25 4.00 -2.71
H 3.22 4.28 -4.11
H 3.59 1.78 -2.51
H 2.88 1.90 -4.14
H 2.01 2.87 -0.69
H 0.43 3.36 -1.36
N -0.43 -1.78 -1.29
C -1.29 -1.68 -0.52
N -2.33 -1.56 0.28
C -3.22 -0.41 -0.02
C -4.58 -0.66 0.61
C -4.45 -0.93 2.11
C -3.48 -2.09 2.36
C -2.14 -1.80 1.72
H -3.27 -0.31 -1.11
H -2.76 0.50 0.37
H -5.05 -1.52 0.12
H -5.21 0.21 0.42
H -5.43 -1.14 2.54
H -4.06 -0.03 2.60
H -3.90 -3.01 1.94
H -3.33 -2.24 3.43
H -1.44 -2.63 1.83
H -1.68 -0.91 2.16
*
```

What are the Mulliken partial charges on each atom? They are as follows, in elementary charge units:
1 Mn 0.44
2 S -0.49
3 S -0.16
4 S -0.19
5 S -0.46
6 S -0.24
7 C 0.29
8 C -1.04
9 C 0.73
10 C 0.00
11 N -0.65
12 C 0.36
13 C -0.93
14 C 0.35
15 S -0.69
16 C -0.02
17 N -0.66
18 H 0.40
19 H 0.48
20 C -0.61
21 C -0.56
22 C -0.52
23 O 0.41
24 C -0.51
25 H 0.26
26 H 0.34
27 H 0.31
28 H 0.25
29 H 0.21
30 H 0.27
31 H 0.24
32 H 0.28
33 N -0.68
34 C 0.69
35 N 0.12
36 C -0.47
37 C -0.88
38 C -0.65
39 C -0.97
40 C -0.38
41 H 0.46
42 H 0.19
43 H 0.34
44 H 0.33
45 H 0.36
46 H 0.29
47 H 0.34
48 H 0.37
49 H 0.49
50 H 0.11



3.
C18H20MnN6SSe | ωB97M-V with the def2-TZVPD basis set

LUMO level (alpha / beta)	-12.012 / -10.910	eV
HOMO level (alpha / beta)	-0.6338 / -0.6341	Ha
gap between HOMO and LUMO (alpha / beta)	5.2 / 6.3	eV
E_tot	-135408.0611	eV
strongest force on any atom	0.15	eV/Å
expectation value of S²	6.08

Geometry as ORCA input:
```
! RIJCOSX wB97M-V def2-TZVPD def2/J DEFGRID3
* xyz 3 5
Mn 0.03 0.23 -0.01
C -1.84 -1.89 -0.74
C -1.14 -2.44 0.48
N -0.50 -1.30 1.23
C 0.69 -1.71 2.05
C 1.83 -2.19 1.16
S 2.01 -1.19 -0.36
C 1.29 -2.26 -1.67
C 0.07 -1.68 -2.38
N -0.92 -0.99 -1.50
H -2.20 -2.70 -1.38
H -2.71 -1.30 -0.46
H -1.84 -2.95 1.13
H -0.37 -3.15 0.22
H -1.21 -0.95 1.88
H 1.00 -0.83 2.62
H 0.40 -2.48 2.76
H 2.78 -2.11 1.70
H 1.73 -3.23 0.85
H 2.08 -2.41 -2.41
H 1.10 -3.23 -1.23
H 0.38 -0.95 -3.13
H -0.43 -2.48 -2.93
H -1.50 -0.42 -2.11
Se -0.35 7.77 -0.09
N 0.33 6.58 -1.20
C 0.13 5.40 -0.66
C 0.56 4.15 -1.29
C 1.26 4.08 -2.50
C 1.65 2.85 -2.99
C 1.32 1.71 -2.28
N 0.63 1.75 -1.13
C 0.27 2.97 -0.62
C -0.40 2.95 0.66
N -0.58 1.72 1.22
C -1.16 1.67 2.43
C -1.57 2.80 3.12
C -1.40 4.04 2.54
C -0.79 4.13 1.28
C -0.54 5.38 0.60
N -0.88 6.55 1.08
H 1.50 5.00 -3.02
H 2.21 2.77 -3.91
H 1.64 0.73 -2.63
H -1.28 0.70 2.90
H -2.03 2.69 4.09
H -1.72 4.95 3.04
*
```

What are the Mulliken partial charges on each atom? They are as follows, in elementary charge units:
1 Mn 0.02
2 C -0.53
3 C -0.75
4 N 0.30
5 C -0.52
6 C -0.65
7 S 0.07
8 C -0.72
9 C -0.71
10 N -0.26
11 H 0.42
12 H 0.40
13 H 0.48
14 H 0.22
15 H 0.36
16 H 0.35
17 H 0.41
18 H 0.47
19 H 0.44
20 H 0.52
21 H 0.51
22 H 0.40
23 H 0.41
24 H 0.30
25 Se 0.45
26 N -0.80
27 C 0.88
28 C 0.11
29 C -0.36
30 C -1.17
31 C -0.02
32 N 0.47
33 C 0.54
34 C -0.10
35 N -0.97
36 C 0.08
37 C -1.15
38 C -0.35
39 C 0.25
40 C 0.87
41 N -0.80
42 H 0.61
43 H 0.48
44 H 0.46
45 H 0.49
46 H 0.47
47 H 0.61



4.
C18H20N2O2S | ωB97M-V with the def2-TZVPD basis set

LUMO level	0.667	eV
HOMO level	-0.3039	Ha
gap between HOMO and LUMO	8.9	eV
E_tot	-36901.4064	eV
strongest force on any atom	0.66	eV/Å
SMILES	O=C(CSc1ccccc1)Nc1ccccc1N1CCOCC1

Geometry as ORCA input:
```
! RIJCOSX wB97M-V def2-TZVPD def2/J DEFGRID3
* xyz 0 1
O -0.50 3.19 -2.24
C -0.36 2.71 -1.13
C 0.01 3.56 0.07
S 1.84 3.63 0.24
C 2.18 1.89 0.49
C 2.40 1.07 -0.60
C 2.64 -0.28 -0.41
C 2.70 -0.79 0.88
C 2.50 0.04 1.97
C 2.24 1.38 1.78
N -0.51 1.40 -0.82
C -0.63 0.30 -1.68
C -0.48 0.40 -3.06
C -0.52 -0.75 -3.84
C -0.71 -1.98 -3.25
C -0.88 -2.08 -1.88
C -0.86 -0.95 -1.08
N -1.02 -0.97 0.33
C -2.31 -0.48 0.81
C -2.18 -0.21 2.31
O -1.81 -1.38 3.01
C -0.59 -1.89 2.51
C -0.69 -2.20 1.01
H -0.29 4.59 -0.09
H -0.41 3.18 1.01
H 2.37 1.48 -1.60
H 2.80 -0.92 -1.26
H 2.91 -1.84 1.03
H 2.57 -0.36 2.97
H 2.08 2.04 2.62
H -0.38 1.11 0.14
H -0.32 1.36 -3.51
H -0.40 -0.67 -4.91
H -0.73 -2.88 -3.85
H -1.04 -3.05 -1.43
H -2.59 0.43 0.28
H -3.10 -1.24 0.65
H -3.14 0.10 2.73
H -1.43 0.57 2.48
H -0.39 -2.80 3.08
H 0.21 -1.16 2.67
H 0.28 -2.56 0.65
H -1.45 -2.99 0.87
*
```

What are the Mulliken partial charges on each atom? They are as follows, in elementary charge units:
1 O -0.65
2 C 0.64
3 C -0.60
4 S -0.12
5 C -0.16
6 C -0.33
7 C -0.54
8 C -0.40
9 C -0.59
10 C -0.22
11 N 0.39
12 C -0.37
13 C -0.86
14 C -0.69
15 C -0.81
16 C -0.24
17 C 0.38
18 N 0.76
19 C -0.56
20 C -0.48
21 O -0.43
22 C -0.64
23 C -0.97
24 H 0.44
25 H 0.21
26 H 0.44
27 H 0.42
28 H 0.46
29 H 0.50
30 H 0.47
31 H -0.14
32 H 0.52
33 H 0.41
34 H 0.41
35 H 0.42
36 H 0.45
37 H 0.34
38 H 0.34
39 H 0.27
40 H 0.37
41 H 0.24
42 H 0.51
43 H 0.37



| no. | molecular weight (u) |
| --- | --- |
| 1 | 333.43 |
| 2 | 555.73 |
| 3 | 486.36 |
| 4 | 328.44 |